C5H8O2 | ωB97M-V/def2-TZVPD

Geometry as XYZ:
```
15
Properties=species:S:1:pos:R:3:forces:R:3:lowdin_charge:R:1
O 1.2468 2.0595 0.9280 -0.208 -0.519 -0.099 0.110
C 0.7900 0.9506 0.8558 0.182 0.402 0.022 -0.360
C 1.2021 -0.4057 1.4322 0.130 0.005 0.079 -0.076
C 0.0690 -1.0485 0.5911 -0.076 -0.210 -0.013 -0.123
C -0.4224 0.3481 0.1355 -0.122 0.046 -0.052 -0.221
C -0.6083 0.5560 -1.3533 0.342 0.216 0.164 -0.233
O -1.7719 -0.1760 -1.6965 -0.087 -0.087 -0.289 -0.057
H 2.2268 -0.6984 1.1842 -0.126 0.033 0.042 0.116
H 1.0757 -0.4720 2.5178 0.004 0.067 -0.150 0.118
H -0.6617 -1.6402 1.1447 0.135 0.080 -0.051 0.109
H 0.4417 -1.6475 -0.2453 -0.068 0.092 0.121 0.112
H -1.3461 0.6581 0.6405 0.107 -0.040 -0.012 0.160
H -0.7133 1.6261 -1.5861 -0.035 -0.179 0.063 0.127
H 0.2732 0.1790 -1.8965 -0.137 0.046 0.096 0.129
H -1.8018 -0.2890 -2.6522 -0.042 0.045 0.079 0.089
```
Positions in Å, forces in eV/Å.

* LUMO: 0.82 eV
* SMILES string: O=C1CC[C@@H]1CO
* energy relative to the best compared isomer or geometry (same formula, charge and spin): 1.201 eV
* Kohn-Sham gap: 10.37 eV


C5H8O2 | ωB97M-V/def2-TZVPD

Geometry as XYZ:
```
15
Properties=species:S:1:pos:R:3:forces:R:3:lowdin_charge:R:1
O 1.6483 0.5859 -0.1341 1.625 0.053 0.001 -0.151
C 1.4710 -0.8387 0.1494 0.433 0.528 -0.254 -0.177
C 0.0704 -0.7184 0.6099 0.046 1.827 -0.701 -0.027
C -0.4376 1.1076 -0.3449 -0.608 -0.535 0.458 0.012
C -1.7403 0.3770 -0.2763 -0.852 -0.029 -0.063 -0.163
C -1.0346 -0.9697 -0.3177 -0.387 0.102 -0.409 -0.461
O -1.1003 -1.8086 -1.1926 0.084 0.157 0.346 0.071
H 2.4760 0.9195 -0.4783 1.053 -0.642 -0.135 0.092
H 2.2274 -1.1351 0.8823 -0.293 -0.139 0.004 0.114
H 1.5346 -1.4682 -0.7496 0.090 0.283 0.145 0.122
H -0.1173 -0.4806 1.6543 -0.139 0.025 -0.222 0.130
H -0.2466 1.9879 0.2798 -0.221 -0.644 0.106 0.097
H -0.0918 1.3332 -1.3726 0.012 -0.817 0.752 0.111
H -2.4077 0.5380 -1.1132 -0.440 0.036 0.027 0.111
H -2.1886 0.5831 0.6937 -0.402 -0.205 -0.056 0.117
```
Positions in Å, forces in eV/Å.

* LUMO: 0.57 eV
* energy relative to the best compared isomer or geometry (same formula, charge and spin): 4.315 eV
* Kohn-Sham gap: 9.19 eV


C5H8O2S | ωB97M-V/def2-TZVPD

Geometry as XYZ:
```
16
Properties=species:S:1:pos:R:3:forces:R:3:lowdin_charge:R:1
O -0.1235 2.0363 -0.4216 -2.511 0.015 -0.208 -0.024
C 0.8093 1.0668 -0.1100 -2.776 -3.151 0.279 -0.341
C 0.8023 -0.3487 -0.9522 2.708 1.587 0.803 -0.463
C -0.5128 -0.9132 -1.2089 -1.422 0.821 1.835 -0.217
O -1.4085 -0.3994 -0.2036 -0.428 0.840 0.984 -0.172
C -0.8439 -0.3356 1.1444 -1.177 -0.624 -0.443 -0.225
C 0.5528 0.1809 1.1632 1.667 -0.324 0.776 -0.449
S 1.6076 -1.1906 0.4582 0.044 0.655 0.316 0.911
H -1.0850 1.6834 -0.4115 2.476 0.340 -0.013 0.144
H 1.7043 1.5864 -0.0083 1.926 0.275 -0.331 0.120
H 1.4266 -0.3878 -1.8036 0.644 0.125 -1.077 0.090
H -0.5422 -1.9696 -1.0310 0.272 -0.858 -0.892 0.117
H -0.8725 -0.5482 -2.1484 -0.584 -0.225 -0.635 0.130
H -0.9992 -1.3324 1.5934 0.527 0.363 0.034 0.127
H -1.4057 0.3610 1.7510 -0.864 0.286 -0.295 0.121
H 0.8904 0.5107 2.1888 -0.503 -0.124 -1.133 0.131
```
Positions in Å, forces in eV/Å.

* LUMO: 0.77 eV
* SMILES string: O[C@@H]1[C@@H]2COC[C@H]1S2
* energy relative to the best compared isomer or geometry (same formula, charge and spin): 1.877 eV
* Kohn-Sham gap: 9.55 eV


C5H8O2S | ωB97M-V/def2-TZVPD

Geometry as XYZ:
```
16
Properties=species:S:1:pos:R:3:forces:R:3:lowdin_charge:R:1
O -3.1463 -0.3352 0.4256 2.160 0.020 -0.303 -0.112
C -2.0319 0.4055 -0.2490 -5.079 1.895 -1.534 -0.300
C -0.6869 -0.0432 -0.0609 5.727 4.567 -1.738 -0.549
C 0.3853 1.0078 -0.2628 -3.005 -3.270 1.536 0.008
C 1.9369 0.8716 -0.0203 -4.980 0.343 3.446 -0.213
O 2.3486 -0.4282 0.0040 0.807 -0.764 -1.397 -0.137
C 1.4286 -1.3858 0.3086 0.554 -4.704 1.470 -0.555
S -0.1908 -1.6738 -0.3583 -0.803 0.827 -0.243 0.941
H -2.9251 -1.2516 0.1770 -0.561 0.254 0.410 0.053
H -2.3986 0.2935 -1.3467 1.159 0.388 1.318 0.144
H -2.2132 1.5362 0.0107 0.585 -2.254 -0.315 0.153
H -0.0262 2.0156 -0.2890 0.301 -0.038 0.194 0.086
H 2.5225 1.4720 -0.5894 1.688 1.373 -2.365 0.083
H 2.0034 1.3773 1.0126 0.171 -0.824 -0.868 0.147
H 1.2251 -1.4112 1.4595 0.828 -0.291 -1.901 0.129
H 1.7686 -2.4505 -0.2216 0.445 2.479 2.288 0.123
```
Positions in Å, forces in eV/Å.

* LUMO: 0.20 eV
* SMILES string: OCC1=CCOCS1
* energy relative to the best compared isomer or geometry (same formula, charge and spin): 4.263 eV
* Kohn-Sham gap: 8.38 eV


C5H8O3 | ωB97M-V/def2-TZVPD

Geometry as XYZ:
```
16
Properties=species:S:1:pos:R:3:forces:R:3:lowdin_charge:R:1
C -0.3186 -1.6102 0.2220 -0.110 0.123 0.300 0.015
C -1.3768 0.6727 0.1840 -0.413 1.400 0.406 -0.345
C -0.1711 -0.1128 0.3070 2.679 0.431 -0.421 -0.495
C 1.0478 0.5792 -0.4376 -0.884 -1.087 -2.013 -0.149
C 2.2351 0.0170 -0.7267 -0.476 0.166 0.108 -0.022
O 0.6010 0.4816 1.3364 -1.792 0.647 2.305 -0.134
O -1.4493 1.6874 0.9779 0.243 -1.103 -0.828 0.139
O -2.3024 0.4292 -0.7263 0.462 0.229 0.704 0.193
H -0.4686 1.5165 1.5387 0.145 -0.972 -0.685 0.184
H -2.9687 1.1335 -0.7082 -0.030 -0.011 0.048 0.152
H 0.7442 1.4804 -0.9531 0.152 0.322 0.187 0.114
H -0.8300 -1.9809 1.1132 -0.012 -0.046 -0.035 0.094
H -0.9002 -1.8722 -0.6609 0.032 -0.080 -0.023 0.090
H 0.6606 -2.0807 0.1672 -0.003 0.085 -0.070 0.081
H 2.8926 0.5126 -1.4242 0.086 0.160 0.156 0.037
H 2.6045 -0.8533 -0.2094 -0.079 -0.266 -0.140 0.044
```
Positions in Å, forces in eV/Å.

* LUMO (alpha / beta): 0.12 / 0.12 eV
* energy relative to the best compared isomer or geometry (same formula, charge and spin): 4.075 eV
* Kohn-Sham gap (alpha / beta): 7.20 / 7.20 eV


C5H8O3 | ωB97M-V/def2-TZVPD

Geometry as XYZ:
```
16
Properties=species:S:1:pos:R:3:forces:R:3:lowdin_charge:R:1
O -1.5098 1.3172 1.5955 3.966 1.301 -3.435 0.004
C -0.5522 1.4193 0.7629 -1.489 -0.205 2.758 -0.119
C 0.0226 0.2126 -0.0186 -2.529 -0.593 1.925 -0.451
C -1.0926 -0.7830 0.0316 0.335 -2.664 3.532 -0.119
O -0.4557 -2.1984 -0.2994 -2.810 0.686 0.115 -0.139
C 1.4463 -0.3793 0.3245 -1.540 2.773 1.548 -0.065
O 1.8236 0.1612 -0.9842 1.134 -0.484 -0.632 -0.119
C 0.4927 0.6573 -1.3508 1.536 0.583 -0.354 -0.120
H 0.0395 2.3905 0.4697 -1.397 -1.052 0.932 0.157
H -1.9673 -0.3507 -0.3836 -0.890 -0.662 -2.142 0.103
H -1.5574 -0.7056 1.1274 1.655 -1.130 -1.817 0.149
H -1.0567 -3.0413 -0.2617 1.026 2.996 0.051 0.127
H 1.4681 -1.5243 0.6564 0.331 2.699 -1.385 0.164
H 1.7933 0.3941 1.1406 0.365 -2.081 -1.172 0.142
H 0.0750 0.0132 -2.1212 0.009 0.399 -0.493 0.124
H 0.4403 1.8226 -1.6206 0.299 -2.567 0.569 0.163
```
Positions in Å, forces in eV/Å.

* LUMO: 0.18 eV
* SMILES string: O=CC1(CO)COC1
* energy relative to the best compared isomer or geometry (same formula, charge and spin): 5.042 eV
* Kohn-Sham gap: 10.14 eV


C5H8O3Rb | ωB97M-V/def2-TZVPD

Geometry as XYZ:
```
17
Properties=species:S:1:pos:R:3:forces:R:3:lowdin_charge:R:1
C 0.3797 -0.8981 1.5894 -0.339 -0.940 2.465 -0.242
C -0.2670 -0.1870 0.4999 -0.296 0.316 -0.454 -0.022
H 1.2748 -0.3718 1.9528 -0.388 0.038 0.057 0.093
H 0.7372 -1.8946 1.2697 -0.355 0.272 0.156 0.086
H -0.1706 0.8960 0.4024 -0.151 -0.380 0.035 0.045
H -0.7996 -0.7301 -0.2849 0.111 0.258 0.314 0.041
O 0.6546 2.1665 5.8176 0.306 -0.555 0.079 -0.091
C -0.3357 1.6522 5.2382 -0.242 2.951 1.300 -0.839
O -1.4664 2.1995 5.2028 -0.456 -0.609 -0.361 -0.080
Rb -0.6719 5.3643 7.9295 0.102 -0.745 -0.562 0.933
O -0.1242 0.4820 4.6226 0.380 -1.305 -0.888 -0.020
C -1.1300 -0.0046 3.7321 -0.023 0.460 0.161 -0.228
C -0.5971 -1.2176 3.0114 1.103 -0.037 -2.142 -0.113
H -1.3988 0.7902 3.0201 -0.071 -0.196 0.214 0.122
H -2.0294 -0.2625 4.3120 0.177 0.086 -0.182 0.123
H -1.4416 -1.8265 2.6586 0.221 0.159 -0.009 0.092
H 0.0120 -1.8417 3.6789 -0.078 0.227 -0.183 0.098
```
Positions in Å, forces in eV/Å.

* 2S+1: 2
* LUMO (alpha / beta): -1.54 / -1.54 eV
* energy relative to the best compared isomer or geometry (same formula, charge and spin): 1.154 eV
* Kohn-Sham gap (alpha / beta): 5.23 / 5.23 eV
* expectation value of S²: 0.755


What did the second record say?
C5H8O2 | ωB97M-V/def2-TZVPD

Geometry as XYZ:
```
15
Properties=species:S:1:pos:R:3:forces:R:3:lowdin_charge:R:1
O 1.6483 0.5859 -0.1341 1.625 0.053 0.001 -0.151
C 1.4710 -0.8387 0.1494 0.433 0.528 -0.254 -0.177
C 0.0704 -0.7184 0.6099 0.046 1.827 -0.701 -0.027
C -0.4376 1.1076 -0.3449 -0.608 -0.535 0.458 0.012
C -1.7403 0.3770 -0.2763 -0.852 -0.029 -0.063 -0.163
C -1.0346 -0.9697 -0.3177 -0.387 0.102 -0.409 -0.461
O -1.1003 -1.8086 -1.1926 0.084 0.157 0.346 0.071
H 2.4760 0.9195 -0.4783 1.053 -0.642 -0.135 0.092
H 2.2274 -1.1351 0.8823 -0.293 -0.139 0.004 0.114
H 1.5346 -1.4682 -0.7496 0.090 0.283 0.145 0.122
H -0.1173 -0.4806 1.6543 -0.139 0.025 -0.222 0.130
H -0.2466 1.9879 0.2798 -0.221 -0.644 0.106 0.097
H -0.0918 1.3332 -1.3726 0.012 -0.817 0.752 0.111
H -2.4077 0.5380 -1.1132 -0.440 0.036 0.027 0.111
H -2.1886 0.5831 0.6937 -0.402 -0.205 -0.056 0.117
```
Positions in Å, forces in eV/Å.

* LUMO: 0.57 eV
* energy relative to the best compared isomer or geometry (same formula, charge and spin): 4.315 eV
* Kohn-Sham gap: 9.19 eV


- Look up the energy relative to the best compared isomer or geometry (same formula, charge and spin) of the fifth one.
  4.075 eV